[1]
One molecule with the formula C4H10O2, computed with ωB97M-V/def2-TZVPD.

Geometry (Å):
C -2.033 1.764 -1.248
O -1.603 0.595 -0.601
C -0.243 0.658 -0.252
C 0.152 -0.672 0.365
O 1.555 -0.756 0.305
C 2.078 -1.914 0.907
H -3.070 1.608 -1.553
H -1.982 2.640 -0.583
H -1.425 1.975 -2.142
H 0.385 0.826 -1.141
H -0.055 1.486 0.451
H -0.218 -0.750 1.400
H -0.313 -1.483 -0.219
H 2.333 -1.740 1.962
H 1.373 -2.755 0.854
H 2.987 -2.192 0.366

Summary:
Kohn-Sham gap, hartree: 0.4022
SMILES: COCCOC
Spin multiplicity: 1
Relative energy (zero: lowest compared OMol25 entry of this formula, charge and spin), kJ/mol: 163.5

Results of the natural (NBO) charge analysis, in e, for atoms 1 through 5: -0.245 -0.536 -0.074 -0.071 -0.544

***

[2]
A 2-piece molecular cluster, C4H10O2 overall at a distorted geometry, computed with ωB97M-V/def2-TZVPD.

Geometry (Å):
C -2.233 0.062 1.366
C -0.912 -0.060 1.759
O -0.294 -1.288 1.385
H -2.569 1.062 1.201
H -2.960 -0.767 1.207
H -0.316 0.679 2.210
H -0.200 -1.143 0.453
C 2.304 0.190 -1.152
C 0.962 0.850 -1.603
O -0.130 0.032 -1.253
H 2.153 0.073 0.017
H 3.092 1.022 -1.436
H 2.351 -0.687 -1.889
H 0.958 1.858 -1.191
H 0.928 0.931 -2.651
H -0.779 0.767 -1.200

Summary:
Kohn-Sham gap, hartree: 0.3655
SMILES: C=CO.CCO
Spin multiplicity: 1
Relative energy (zero: lowest compared OMol25 entry of this formula, charge and spin), kJ/mol: 308.9

Results of the natural (NBO) charge analysis, in e, for atoms 1 through 5: -0.489 0.137 -0.735 0.188 0.220